Computed, not measured: C4H12N2O in the gas phase, with ωB97M-V with the def2-TZVPD basis set.

- Relative energy (zero: lowest compared OMol25 entry of this formula, charge and spin): 65.5 kcal/mol
- E_HOMO: -8.123 eV
- Net charge: 0
- SMILES: NCNCCCO
- Gap between HOMO and LUMO: 9.01 eV

The geometry in XYZ format:
```
19
Properties=species:S:1:pos:R:3:forces:R:3:nbo_charge:R:1
O 2.7519 -0.4966 0.9167 1.2309 0.7833 -2.1621 -0.746
N -3.1690 0.6590 0.8284 0.4148 0.3848 -0.1156 -0.839
N -0.8817 0.2062 0.1760 2.4060 -1.1304 -0.1807 -0.683
C -2.2176 0.0914 -0.1769 -3.0352 1.7874 -0.7041 -0.010
C -0.0014 -0.8086 -0.3681 1.3316 -0.0960 -0.6290 -0.196
C 1.2847 -0.2068 -1.1338 -2.1148 -1.8478 0.6666 -0.446
C 2.2494 0.4044 -0.2062 -0.3519 1.8608 3.6550 -0.076
H 1.8495 -1.0351 -1.5852 -0.5155 0.0072 -0.3259 0.211
H -0.3229 0.9248 0.5979 -1.1703 0.7619 0.1179 0.390
H 0.8180 0.4445 -1.9207 1.0568 -0.1715 0.7495 0.226
H 1.7923 1.2025 0.4618 0.0982 -0.4867 -1.1717 0.156
H -0.5360 -1.2785 -1.1803 -0.2473 -0.5873 -0.0461 0.184
H -2.5873 0.5371 -1.2036 1.2643 -0.5132 1.0565 0.103
H -4.1080 0.5138 0.4290 0.5797 0.4918 0.4497 0.353
H -2.4897 -0.9547 -0.2347 0.1933 -0.3734 -0.0267 0.176
H -2.9947 1.6787 0.9664 -0.4117 -1.1578 -0.3874 0.350
H 3.7375 -0.3520 1.0009 -1.7251 -0.2318 -0.2762 0.473
H 0.3041 -1.5824 0.3872 -0.1565 0.6521 -0.6406 0.192
H 2.9870 0.9351 -0.7725 1.1525 -0.1335 -0.0293 0.181
```
Forces are in eV/Å.

Computed, not measured: a molecular structure, C2H29O13Pb2, with ωB97M-V with the def2-TZVPD basis set.

- E_HOMO: -18.408 eV
- Net charge: +3
- Gap between HOMO and LUMO: 5.84 eV

The geometry in XYZ format:
```
46
Properties=species:S:1:pos:R:3:forces:R:3:nbo_charge:R:1
Pb 0.4429 3.4081 -0.8368 1.2015 -1.4022 0.7559 1.754
Pb -0.9734 0.3961 -3.4122 0.5606 -1.7368 1.2812 1.736
O -1.0611 3.1020 1.1905 0.3826 -0.1878 -0.0903 -1.028
O 2.9751 2.6835 -0.6417 -1.4738 0.9981 -0.5832 -1.013
O 2.3012 -1.1412 2.3327 -0.2897 0.2553 -0.4681 -0.974
O -3.7407 2.2955 -0.4491 0.6761 0.4271 -0.1580 -0.959
O -4.1529 0.0773 1.1375 0.1562 0.2015 -0.3465 -0.918
O 0.6851 -3.0271 1.1465 -0.3338 -0.3542 -0.5834 -0.973
O 2.9861 1.6787 1.9177 -0.8829 -0.0439 -0.4255 -0.934
O 0.6097 0.8043 -1.4292 -1.9499 1.1919 -1.2466 -1.075
O 2.9165 1.0961 -2.7110 -0.3692 -0.1341 0.2270 -0.970
O -0.2421 -1.9697 -2.8326 -0.5846 1.4243 -0.4360 -1.011
O -0.2714 -1.1935 3.6921 -0.2925 -0.2292 -0.5098 -0.969
O -2.9371 -0.3696 -2.0335 0.2545 0.6010 0.0025 -1.027
O 1.7177 -3.4893 -2.0651 -0.3009 0.2163 -0.1108 -0.908
C -0.7671 -0.1978 0.4309 -0.5658 -0.6860 -0.3540 -0.698
C 0.5799 0.0530 -0.2164 0.1389 0.6254 2.2014 -0.121
H 1.5757 -3.7193 -1.1417 0.2187 -0.2178 0.0974 0.488
H 0.0860 -2.0838 -1.9265 -0.2911 -0.2658 -0.1439 0.516
H -3.3464 -0.4387 1.0551 -0.0133 -0.0898 0.1722 0.450
H 0.2412 -2.6334 -3.3582 -0.1437 -0.1753 0.0927 0.557
H -1.9306 3.4822 1.3798 0.1053 0.1756 0.0094 0.531
H 3.0280 2.0936 1.0479 0.5148 0.0154 0.4579 0.456
H 3.3131 0.2331 -2.8902 0.2647 0.1581 -0.0835 0.509
H 0.0187 -2.0821 3.9397 0.0808 0.1631 0.2660 0.496
H -3.2830 2.8112 -1.1218 -0.4504 0.1759 -0.0635 0.473
H 3.0520 1.8471 -1.1665 0.4990 0.1994 -0.2698 0.531
H -3.2311 0.2811 -1.3687 -0.1652 -0.2132 0.0046 0.527
H -1.2999 -0.9603 -0.1478 -0.3468 0.2286 0.0398 0.205
H -0.8217 2.6107 1.9976 0.1633 0.1455 -0.0853 0.546
H 1.1169 0.6417 0.5411 0.3624 -0.0903 -0.2381 0.186
H 0.8692 -3.9590 0.9615 0.0640 -0.0185 0.3625 0.502
H -0.6746 -0.6159 1.4369 0.5913 -0.0994 -0.0675 0.284
H 1.1167 -0.9007 -0.2293 0.1402 0.0981 -0.6224 0.215
H -3.6378 -1.0467 -2.0415 0.1803 -0.0095 -0.2688 0.557
H 1.7768 -1.9126 2.0422 0.3802 0.3514 0.1914 0.492
H 3.4185 3.3521 -1.1952 0.4576 -0.2202 0.2874 0.528
H 1.6694 -0.5920 2.8138 0.0531 -0.2625 0.3716 0.479
H -3.9694 2.9363 0.2409 -0.4338 -0.0812 -0.1808 0.509
H -0.2153 -3.0253 1.4946 0.0502 -0.0578 0.1012 0.494
H 2.0678 0.9174 -2.2506 0.1095 -0.4686 -0.3394 0.481
H 1.8101 -2.5326 -2.0648 0.8783 -0.0897 0.2063 0.440
H -3.9955 0.8922 0.6329 -0.1278 -0.5851 0.3421 0.463
H 2.8041 0.7447 1.7213 0.4528 -0.1831 0.4284 0.482
H -1.3944 0.6769 0.6127 0.0456 0.2144 -0.5818 0.205
H -1.2329 -1.2246 3.7645 0.0326 0.0356 0.3584 0.484
```
Forces are in eV/Å.